(1)
Entry from the OMol25 dataset: C11H9Cl4N2O3OsS as an isolated structure (ωB97M-V/def2-TZVPD).

Element x y z (Å)
Os -0.12788 0.46200 1.17486
Cl 3.03949 6.19643 -0.64596
C 2.65445 4.55989 -0.35327
C 3.59345 3.54767 -0.71458
Cl 5.08053 3.99351 -1.42872
C 3.31525 2.21691 -0.49192
Cl 4.39170 0.95049 -0.89399
C 2.08266 1.89791 0.09433
O 1.66658 0.70013 0.41642
C 1.15517 2.88797 0.43619
O 0.05736 2.41497 0.97383
C 1.44045 4.24168 0.22529
Cl 0.28322 5.41515 0.67641
S -2.05370 0.64056 1.85578
C -1.42401 -2.05137 0.16739
N -2.19543 -2.06538 -0.89886
C -3.47258 -2.74617 -0.62893
C -3.25913 -3.29209 0.80383
N -1.94763 -2.73389 1.15689
H -2.00398 -1.52613 -1.72671
H -3.64316 -3.53776 -1.35399
H -4.29351 -2.03324 -0.68067
H -3.22322 -4.37906 0.83153
H -4.02141 -2.94471 1.49753
H -1.47094 -2.83594 2.04069
C 0.84597 -1.73053 -0.87374
C -0.07848 -1.41002 0.27555
O 0.37630 -1.39402 1.53891
H 0.87299 -2.81140 -1.03183
H 1.84736 -1.38012 -0.64610
H 0.51213 -1.25345 -1.79617

Calculated values
lowest unoccupied orbital energy (alpha / beta) = -5.76 / -5.74 eV
relative energy (zero: lowest compared OMol25 entry of this formula, charge and spin) = 0.065 eV
2S+1 = 1
energy = -84060.905 eV
net charge = +1
orbital gap (alpha / beta) = 0.201 / 0.202 hartree



(2)
Entry from the OMol25 dataset: C11H9Cl5NO2PtSbSe4 as an isolated structure (ωB97M-V/def2-TZVPD).

Element x y z (Å)
Pt -1.78075 0.50293 -0.59422
Cl 1.39806 0.86665 -1.87312
C 0.56076 2.33655 -1.49507
C -0.74269 2.26285 -1.00214
C -1.33120 3.48932 -0.69541
Cl -2.92824 3.49727 -0.00197
C -0.70065 4.71519 -0.89652
Cl -1.50103 6.20515 -0.51354
C 0.58930 4.74312 -1.40903
Cl 1.39277 6.25419 -1.67605
C 1.22735 3.54212 -1.70233
Cl 2.84294 3.57398 -2.32409
Se -4.95833 -2.98661 -3.46898
Sb -3.21133 -2.77071 -1.80903
Se -3.82327 -0.68849 -0.35819
Se -1.35754 -1.08274 -2.67720
Se 0.47515 -2.56750 -2.77276
O 1.81632 0.44931 2.76271
C 1.04002 0.06216 1.87956
O -0.06667 0.52631 1.51633
C 1.50862 -1.20316 1.09198
N 0.35751 -1.76901 0.34363
C -0.23980 -2.88526 1.13368
C 0.58594 -2.94003 2.42202
C 1.93205 -2.33985 2.00936
H 2.27720 -0.89519 0.38506
H 0.60990 -2.10048 -0.62421
H -0.35003 -1.03613 0.20605
H -0.15728 -3.79386 0.53759
H -1.29397 -2.67189 1.30041
H 0.66279 -3.95588 2.80987
H 0.12824 -2.31058 3.18693
H 2.52729 -3.07978 1.46523
H 2.51057 -1.94995 2.84344

Calculated values
lowest unoccupied orbital energy (alpha / beta) = 4.00 / 3.74 eV
relative energy (zero: lowest compared OMol25 entry of this formula, charge and spin) = 0.000 eV
2S+1 = 3
energy = -350924.170 eV
net charge = -2
orbital gap (alpha / beta) = 0.203 / 0.204 hartree



(3)
Entry from the OMol25 dataset: C11H9ClNO6PS in the gas phase (ωB97M-V/def2-TZVPD).

Element x y z (Å)
O 2.98083 -2.74749 0.43051
C 3.15900 -1.73881 -0.29929
O 2.91116 -0.46476 0.28643
C 3.76359 0.56499 -0.28179
C 2.84760 1.89664 -0.49290
C 1.30391 1.54640 -0.16935
C 0.74721 1.95438 1.24034
C -0.75989 1.66340 1.58577
Cl -1.54321 2.07884 3.16744
C -1.58556 0.98047 0.47676
C -1.04138 0.53365 -0.91254
C 0.43546 0.82020 -1.25307
C -2.21275 -0.16673 -1.73092
O -2.15485 -0.40746 -2.94804
N -3.29528 -0.37977 -0.74067
P -3.40046 -1.98125 0.01090
O -1.91157 -2.82154 0.04717
O -3.92698 -1.89686 1.65827
S -4.79288 -3.01809 -0.90662
C -3.11734 0.55496 0.39048
O -3.92584 1.05590 1.19693
H 3.45910 -1.87932 -1.39761
H 4.21772 0.28252 -1.29888
H 4.58301 0.85976 0.47802
H 2.90504 2.27247 -1.58369
H 3.22209 2.76735 0.16746
H 1.37226 2.48987 2.02962
H 0.83426 0.51825 -2.27372
H -1.95112 -3.33805 0.89491
H -3.12312 -1.99990 2.22808

Calculated values
lowest unoccupied orbital energy = -1.43 eV
2S+1 = 1
energy = -57969.809 eV
net charge = 0
orbital gap = 0.274 hartree



(4)
Entry from the OMol25 dataset: C11H9NO2S2 in the gas phase (ωB97M-V/def2-TZVPD).

Element x y z (Å)
O 2.98998 1.73213 0.66808
N 1.12155 -0.96163 2.07960
O 2.29938 -1.55857 2.66218
S -0.19010 1.67123 -0.65338
C 1.22268 -0.17308 1.03713
C 0.03173 0.18706 0.25584
C -1.05555 -0.65924 0.14900
C -3.69736 1.11810 -2.67519
C -4.02093 -0.14211 -2.23632
C -2.50987 1.72481 -2.22354
C -3.23317 -0.82193 -1.26829
C -1.68825 1.06526 -1.29472
C -2.07416 -0.19373 -0.80355
S 2.83377 0.30587 0.28790
C 3.43696 -0.70157 2.72609
C 4.05075 -0.52226 1.33348
H -1.12771 -1.62386 0.63577
H -4.35121 1.62647 -3.39808
H -4.93491 -0.57137 -2.62632
H -2.25427 2.73972 -2.59425
H -3.50018 -1.81515 -0.90222
H 4.11139 -1.22399 3.38402
H 3.21723 0.26574 3.18564
H 4.34164 -1.50323 0.87124
H 4.98061 0.03534 1.39988

Calculated values
lowest unoccupied orbital energy = -0.26 eV
relative energy (zero: lowest compared OMol25 entry of this formula, charge and spin) = 3.798 eV
2S+1 = 1
energy = -38805.230 eV
net charge = 0
orbital gap = 0.300 hartree



(5)
Entry from the OMol25 dataset: C12B3BaO24 as an isolated structure (ωB97M-V/def2-TZVPD).

Element x y z (Å)
Ba -3.86845 0.43574 -2.45241
O 3.22126 1.46308 0.28497
C 2.79329 0.71805 -0.59490
O 2.00853 0.97322 -1.53312
B 1.63321 -0.26599 -2.23547
O 2.53746 -1.27588 -1.65685
C 3.14327 -0.74642 -0.60765
O 3.83759 -1.29448 0.27105
O 1.90627 -0.23427 -3.67742
C 0.78441 -0.34510 -4.33880
O 0.58879 -0.27978 -5.52852
C -0.36255 -0.52586 -3.28597
O 0.16396 -0.57301 -2.11221
O -1.55974 -0.50499 -3.49045
O 1.09426 5.17926 3.33539
C 0.67772 4.17882 2.80626
O -0.37665 3.95227 2.12967
B -0.36666 2.55272 1.55143
O 0.76850 1.88746 2.14042
C 1.44900 2.75511 2.81542
O 2.51017 2.51982 3.38389
O -0.26875 2.62124 0.07169
C -1.41570 2.19077 -0.51570
O -1.69421 1.98923 -1.72311
C -2.29313 1.67370 0.53879
O -1.68485 1.88165 1.66719
O -3.33286 0.99672 0.30364
O -3.32025 -2.02716 -1.56419
C -2.39095 -2.34545 -0.76427
O -2.04629 -1.76037 0.31463
B -0.87515 -2.43250 0.95603
O -0.63892 -3.54818 0.02767
C -1.47413 -3.51749 -0.95676
O -1.49241 -4.31903 -1.86045
O -1.31067 -2.91055 2.28449
C -0.39646 -2.44335 3.15764
O -0.34219 -2.75485 4.36322
C 0.57712 -1.51005 2.45229
O 0.28330 -1.50726 1.17182
O 1.53286 -0.84680 2.87065

Calculated values
lowest unoccupied orbital energy (alpha / beta) = -2.42 / -6.27 eV
relative energy (zero: lowest compared OMol25 entry of this formula, charge and spin) = 0.000 eV
2S+1 = 2
energy = -64320.045 eV
net charge = 0
orbital gap (alpha / beta) = 0.265 / 0.119 hartree



(6)
Entry from the OMol25 dataset: C12H10BrN3OPd as an isolated structure (ωB97M-V/def2-TZVPD).

Element x y z (Å)
Pd -0.01245 0.60318 -0.05645
O -1.24663 -0.65253 3.63185
C -1.13300 -0.21896 2.48874
N -0.00032 0.10404 1.87162
C 1.23859 -0.15233 2.55675
C 2.38115 -0.00087 1.60802
C 3.69631 0.00122 2.05547
C 4.72380 0.07465 1.13560
C 4.41970 0.15066 -0.21776
C 3.09298 0.15969 -0.59000
N 2.09973 0.08175 0.30126
C -2.33712 -0.01076 1.61358
C -3.61261 -0.05415 2.14113
C -4.69089 0.04119 1.27679
C -4.45702 0.17864 -0.08370
C -3.14996 0.25240 -0.53016
N -2.11822 0.15274 0.30423
H 1.23873 -1.16873 2.96939
H 1.37022 0.51306 3.41635
H 3.90536 -0.06680 3.11457
H 5.75453 0.08011 1.46559
H 5.19427 0.19735 -0.96918
H 2.79114 0.22232 -1.62738
H -3.72418 -0.18020 3.20855
H -5.70333 0.00947 1.65799
H -5.27209 0.22760 -0.79142
H -2.90980 0.38812 -1.57658
Br -0.03148 1.54335 -2.21674

Calculated values
lowest unoccupied orbital energy = -0.56 eV
relative energy (zero: lowest compared OMol25 entry of this formula, charge and spin) = 0.648 eV
2S+1 = 1
energy = -92648.156 eV
net charge = 0
orbital gap = 0.286 hartree



(7)
Entry from the OMol25 dataset: C12H10ClFN2O2S3 in the gas phase (ωB97M-V/def2-TZVPD).

Element x y z (Å)
C 1.87899 -4.21671 -0.54404
S 2.87632 -2.70867 -0.48766
C 1.63171 -1.46488 -0.56786
N 0.41468 -1.82295 -0.47697
S -0.88709 -1.07278 -1.15109
O -1.60493 -2.11355 -1.82194
O -0.51214 0.08811 -1.90927
C -1.84567 -0.57570 0.24822
C -2.60755 0.54141 0.38586
C -3.27616 0.58027 1.62959
C -3.00604 -0.50947 2.39623
S -1.93638 -1.60894 1.61314
N 2.14721 -0.22411 -0.71494
C 1.48985 0.97328 -0.41304
C 0.68308 1.06322 0.71674
C 0.05620 2.25539 1.02279
C 0.24803 3.35772 0.21132
F -0.37290 4.50951 0.51783
C 1.08116 3.28982 -0.90107
Cl 1.33080 4.67604 -1.88709
C 1.70738 2.09426 -1.20650
H 2.36372 -4.91221 -1.22128
H 0.89427 -3.92579 -0.90122
H 1.81468 -4.63806 0.45418
H -2.66915 1.29650 -0.37529
H -3.92526 1.38158 1.93237
H -3.37509 -0.73607 3.37657
H 3.08247 -0.15634 -1.09374
H 0.55688 0.20369 1.35572
H -0.58000 2.34469 1.88887
H 2.34092 2.03075 -2.07644

Calculated values
lowest unoccupied orbital energy = 0.24 eV
2S+1 = 1
energy = -67426.188 eV
net charge = 0
orbital gap = 0.336 hartree



(8)
Entry from the OMol25 dataset: C12H10EuN2O5 as an isolated structure (ωB97M-V/def2-TZVPD).

Element x y z (Å)
Eu -0.30292 0.95105 -1.58912
C -0.32621 2.59415 0.20743
O -0.29558 3.08969 1.24337
C -0.29920 3.43002 -2.62621
O -0.30181 4.44528 -3.07081
C -2.54500 1.46906 -1.67357
O -3.66404 1.46501 -1.65000
C 1.94974 1.51752 -1.72676
O 3.07676 1.49012 -1.66061
C -0.29130 -0.36029 -3.48607
H 0.66341 -0.84023 -3.10529
H -1.24521 -0.84194 -3.10522
C -0.29289 0.88710 -4.07846
H -1.23338 1.40983 -4.36027
H 0.64461 1.41433 -4.36002
N -0.35516 -2.60777 4.57390
C 0.73313 -2.38623 3.76905
O 1.86085 -2.77663 4.06826
C 0.48434 -1.65606 2.49197
C -0.77226 -1.22830 2.01829
C -0.87018 -0.47830 0.85858
N 0.27111 -0.23244 0.15978
C 1.50482 -0.58935 0.56505
C 1.61459 -1.32975 1.71712
H -0.15415 -3.08716 5.44224
H -1.29969 -2.31165 4.42015
H -1.68542 -1.45264 2.55471
H -1.83125 -0.09426 0.48046
H 2.34098 -0.27793 -0.05731
H 2.62132 -1.61221 1.97936

Calculated values
lowest unoccupied orbital energy (alpha / beta) = -8.52 / -8.42 eV
relative energy (zero: lowest compared OMol25 entry of this formula, charge and spin) = 2.235 eV
2S+1 = 8
energy = -45132.954 eV
net charge = +2
orbital gap (alpha / beta) = 0.264 / 0.268 hartree



(9)
Entry from the OMol25 dataset: C12H10N2OS in the gas phase (ωB97M-V/def2-TZVPD).

Element x y z (Å)
O 1.09946 2.18971 -0.18037
C 0.65467 1.11942 -0.04267
C -0.97580 1.02038 -0.03144
C -1.78957 -0.08136 -0.00660
C -3.11269 -0.25076 0.00902
C -4.08263 0.84120 0.37774
C -5.27568 0.56466 0.20809
C -5.52951 -0.80395 0.03344
S -4.02871 -1.58197 -0.48897
N 1.32807 0.03211 0.09230
C 2.59139 -0.33499 0.00482
C 3.50591 0.48603 -0.46491
C 4.75740 0.20374 -0.31802
C 5.06906 -1.14816 0.08144
N 4.24599 -1.92288 0.11728
C 2.94627 -1.57040 0.20063
H -1.34570 2.00725 0.31524
H -1.26765 -0.81640 -0.67381
H -3.81884 1.94687 0.72830
H -6.22543 1.20078 0.56475
H -6.51224 -1.33915 -0.02596
H 0.63698 -0.77699 0.41144
H 3.19208 1.49120 -0.63636
H 5.46415 1.11057 -0.73389
H 6.12761 -1.15596 -0.09783
H 2.34542 -2.43097 0.55633

Calculated values
lowest unoccupied orbital energy = -0.72 eV
relative energy (zero: lowest compared OMol25 entry of this formula, charge and spin) = 7.277 eV
2S+1 = 1
energy = -28461.925 eV
net charge = 0
orbital gap = 0.268 hartree



(10)
Entry from the OMol25 dataset: C12H11BaN2O3SbSe4 as an isolated structure (ωB97M-V/def2-TZVPD).

Element x y z (Å)
Ba -2.08215 0.35862 1.15416
Se -7.47120 -1.38304 0.82695
Sb -5.48659 -0.83197 -0.45578
Se -3.52899 -2.25586 0.28248
Se -4.82630 1.56935 0.02229
Se -5.74941 -1.15255 -2.89474
O 0.52189 1.43213 4.99988
C 0.17864 1.06233 3.87496
O -0.98276 0.87035 3.42827
C 1.33844 0.79721 2.88266
C 2.66343 0.89943 3.38762
C 3.71245 0.67147 2.55769
C 3.46435 0.34522 1.20170
C 4.50088 0.09895 0.27226
C 4.20770 -0.20368 -1.02757
C 2.86235 -0.26911 -1.44813
C 1.83920 -0.03645 -0.57106
C 2.11826 0.27408 0.78019
N 1.07120 0.49787 1.63565
H 2.77438 1.15926 4.42972
H 4.73690 0.73685 2.90958
H 5.52931 0.15726 0.61197
H 5.00424 -0.39213 -1.73706
H 2.63458 -0.50423 -2.48044
H 0.80563 -0.06964 -0.89591
C -1.70583 -1.37036 -2.91148
C -1.94187 -0.02918 -2.27369
N -2.97849 0.67289 -2.72705
O -1.18328 0.41287 -1.38479
H -1.29435 -1.23091 -3.91405
H -2.65631 -1.90217 -2.98967
H -1.01373 -1.94170 -2.29904
H -3.75844 0.13682 -3.13244
H -3.30415 1.42002 -2.11513

Calculated values
lowest unoccupied orbital energy = 3.79 eV
relative energy (zero: lowest compared OMol25 entry of this formula, charge and spin) = 0.000 eV
2S+1 = 1
energy = -290370.877 eV
net charge = -2
orbital gap = 0.189 hartree



(11)
Entry from the OMol25 dataset: C12H11Cl2F6N3O2RuS3Sb as an isolated structure (ωB97M-V/def2-TZVPD).

Element x y z (Å)
Ru 1.32708 0.14778 0.70095
O -1.41964 3.62128 1.69710
C -2.45914 3.16644 1.00118
C -3.62127 3.94307 1.02013
C -4.72998 3.53384 0.32465
C -4.73308 2.33796 -0.41672
C -3.61017 1.56598 -0.44594
C -2.44096 1.95453 0.25924
C -1.27135 1.13741 0.21955
O -0.17804 1.48306 0.82705
N -1.32404 -0.01621 -0.49999
N -0.15751 -0.65740 -0.52194
C -0.20660 -1.77730 -1.26902
S -1.71326 -2.35247 -1.83501
C -1.01358 -3.90999 -2.46219
C 0.38703 -3.62485 -2.95884
S 1.21414 -2.59631 -1.70809
H -0.66992 3.00757 1.61939
H -3.61300 4.85999 1.59243
H -5.62194 4.14644 0.34819
H -5.61989 2.03825 -0.95589
H -3.58747 0.64388 -1.00721
H -1.66062 -4.26700 -3.26118
H -1.01550 -4.62724 -1.64200
H 0.38800 -3.07755 -3.90092
H 0.97254 -4.53623 -3.06749
Cl 4.94312 0.35416 -0.54184
C 4.11812 1.66679 -1.34936
Cl 2.37830 1.28721 -1.63479
H 4.55006 1.83079 -2.32867
H 4.14552 2.55909 -0.73614
F 2.53028 -1.52828 0.56068
Sb 2.38775 -2.76450 2.16063
F 0.91884 -1.56296 2.45668
F 1.17978 -3.80638 1.16888
F 2.18344 -3.79425 3.68534
F 3.81072 -3.63705 1.33784
F 3.49760 -1.52639 3.01432
S 4.10036 2.19546 3.85000
C 3.16411 1.53705 2.76127
N 2.47014 1.04433 1.93774

Calculated values
lowest unoccupied orbital energy (alpha / beta) = -3.93 / -6.35 eV
relative energy (zero: lowest compared OMol25 entry of this formula, charge and spin) = 0.000 eV
2S+1 = 5
energy = -104158.118 eV
net charge = +1
orbital gap (alpha / beta) = 0.289 / 0.197 hartree



(12)
Entry from the OMol25 dataset: C12H11ClIN5O6PtS2 as an isolated structure (ωB97M-V/def2-TZVPD).

Element x y z (Å)
Pt -2.55579 0.42912 -0.84688
O -4.46035 -0.21948 -0.21483
Cl -5.02846 1.18855 -0.26112
O -6.38769 1.14353 0.09221
O -4.78398 1.63929 -1.61701
O -4.24992 1.99667 0.64431
N 5.00158 0.52076 1.39880
C 3.66426 0.16541 1.45709
C 3.25710 -1.12483 1.10244
C 1.93045 -1.49372 1.20139
C 0.98693 -0.57553 1.64667
C 1.38002 0.70077 2.02045
C 2.70970 1.06954 1.92962
S -0.72086 -1.01064 1.67766
O -1.41435 0.03281 2.37419
O -0.82067 -2.38315 2.08931
N -1.15161 -0.89654 0.10820
C -1.21979 -1.97133 -0.74116
S -0.74934 -3.62093 -0.54029
C -1.29044 -3.96511 -2.13967
C -1.81682 -2.85310 -2.69546
N -1.75110 -1.72906 -1.91703
H 5.57915 -0.02527 0.78148
H 5.19518 1.50744 1.35332
H 3.99399 -1.84163 0.76047
H 1.62312 -2.49851 0.94130
H 0.63665 1.38903 2.40049
H 3.02182 2.06080 2.23825
H -1.22730 -4.96079 -2.54466
H -2.26338 -2.78592 -3.67593
I 3.11912 2.33692 -1.93551
C 1.15631 2.20866 -1.34070
C 0.51312 2.99774 -0.40974
N -0.74896 2.56168 -0.33044
N -0.95645 1.53954 -1.17700
C 0.19807 1.29592 -1.78518
H 0.86304 3.83024 0.17571
H -1.50726 2.85449 0.27092
H 0.27492 0.48663 -2.49169

Calculated values
lowest unoccupied orbital energy (alpha / beta) = -1.36 / -1.37 eV
relative energy (zero: lowest compared OMol25 entry of this formula, charge and spin) = 0.306 eV
2S+1 = 1
energy = -77888.236 eV
net charge = 0
orbital gap (alpha / beta) = 0.251 / 0.251 hartree